Record 1
This record from the OMol25 dataset describes C24H27N4O2RuS4Se as an isolated structure. The level of theory is ωB97M-V with the def2-TZVPD basis set.

Cartesian coordinates (Å):
Ru  -0.42070  -0.21927  -0.68127
C  -2.39921  3.60713  -2.94576
C  -2.08126  2.13211  -2.70053
S  -1.09743  1.98927  -1.18219
C  0.43723  2.85469  -1.67863
C  0.94886  3.85303  -0.62348
S  -0.13632  4.19450  0.78270
C  -1.01788  5.68398  0.22624
C  -1.59898  5.68774  -1.17926
S  -2.95215  4.49578  -1.45601
H  -3.19146  3.65580  -3.69247
H  -1.54361  4.13601  -3.36106
H  -1.57486  1.66486  -3.54086
H  -2.99300  1.57447  -2.49105
H  0.21642  3.35296  -2.62040
H  1.17142  2.07896  -1.87508
H  1.16780  4.80373  -1.10947
H  1.88966  3.48929  -0.21265
H  -0.34327  6.53631  0.31989
H  -1.80740  5.81692  0.96712
H  -0.82667  5.51737  -1.92934
H  -2.00127  6.68349  -1.36732
C  1.83040  -5.43470  3.22251
C  1.91593  -4.40269  2.13879
C  0.83944  -3.55022  1.87168
C  0.93065  -2.61376  0.86303
C  2.09740  -2.50768  0.11572
C  3.17926  -3.33856  0.36388
C  3.07510  -4.28110  1.37391
S  2.14779  -1.36529  -1.20795
O  0.94349  -1.63341  -2.02507
O  3.42396  -1.35606  -1.82055
N  1.64810  0.09073  -0.65174
C  1.71001  0.40752  0.70324
C  2.77989  0.51530  1.57036
C  2.47568  0.86227  2.87774
C  1.15188  1.07629  3.26841
C  0.13970  0.92715  2.34519
N  0.43603  0.60222  1.08162
H  0.91647  -5.33441  3.80401
H  2.68076  -5.35362  3.89950
H  1.85418  -6.43738  2.79330
H  -0.06234  -3.62485  2.46580
H  0.08520  -1.93154  0.69845
H  4.07802  -3.24879  -0.23125
H  3.91098  -4.94015  1.57065
H  3.79084  0.34661  1.22644
H  3.27280  0.97709  3.60019
H  0.90935  1.36335  4.28084
H  -0.90169  1.08642  2.58842
Se  -1.22222  -1.94117  -3.85802
N  -1.73682  -0.76982  -2.59924
C  -2.13751  -1.51068  -1.55349
C  -2.67888  -0.95204  -0.35173
C  -2.97800  -1.84868  0.66848
C  -2.76703  -3.23713  0.55426
C  -2.30359  -3.79177  -0.61118
C  -1.97412  -2.93839  -1.69180
N  -1.53099  -3.34181  -2.87530
H  -3.09049  0.05112  -0.33601
H  -3.45251  -1.47102  1.56608
H  -3.03909  -3.87703  1.38221
H  -2.19398  -4.86146  -0.73048

Summary:
Multiplicity: 2
Total charge: +2
Gap between HOMO and LUMO (spin up / spin down), eV: 5.764 / 5.832

---

Record 2
This record from the OMol25 dataset describes C24H27N4O2RuS4Se as an isolated structure. The level of theory is ωB97M-V with the def2-TZVPD basis set.

Cartesian coordinates (Å):
Ru  0.16294  0.01461  0.28269
C  -3.55729  -0.95796  2.18494
C  -2.50112  -1.92136  2.72304
S  -0.79104  -1.74647  2.09314
C  -0.49996  -3.22687  1.09940
C  -1.32055  -3.29232  -0.17144
S  -0.92827  -1.92501  -1.31029
C  -2.56976  -1.23523  -1.67937
C  -3.20251  -0.38247  -0.57841
S  -4.23068  -1.36929  0.55406
H  -3.21597  0.07674  2.19461
H  -4.41474  -1.01071  2.85650
H  -2.78227  -2.95746  2.53787
H  -2.38578  -1.78423  3.79832
H  -0.68211  -4.10043  1.72530
H  0.56717  -3.19085  0.87882
H  -2.38686  -3.24937  0.03131
H  -1.09482  -4.21835  -0.70019
H  -3.20677  -2.07874  -1.94568
H  -2.41205  -0.64715  -2.58354
H  -3.82156  0.39939  -1.01760
H  -2.44364  0.10992  0.02496
C  -2.73260  2.00527  -6.21860
C  -1.71286  1.85686  -5.12483
C  -2.10155  1.78437  -3.78392
C  -1.16070  1.69121  -2.77539
C  0.19062  1.65643  -3.11320
C  0.60460  1.73859  -4.43749
C  -0.35180  1.82984  -5.42973
S  1.41984  1.58563  -1.88501
O  2.62187  2.19507  -2.33835
O  0.80825  2.09888  -0.62513
N  1.55565  0.00716  -1.51542
C  2.65198  -0.38691  -0.72158
C  3.99395  -0.15189  -0.99032
C  4.91610  -0.64202  -0.09012
C  4.49116  -1.34945  1.03868
C  3.14710  -1.52607  1.23792
N  2.23326  -1.05125  0.36593
H  -3.73943  1.79801  -5.86223
H  -2.51324  1.33871  -7.05339
H  -2.71705  3.02512  -6.60835
H  -3.15650  1.83839  -3.53802
H  -1.47220  1.70990  -1.74119
H  1.66072  1.73924  -4.68043
H  -0.03723  1.89240  -6.46488
H  4.28251  0.39018  -1.87797
H  5.97283  -0.48465  -0.26628
H  5.19848  -1.76340  1.74336
H  2.77541  -2.08806  2.08400
Se  0.55759  3.14633  1.95762
N  0.67032  1.33841  2.11770
C  1.17238  1.10334  3.34731
C  1.46573  -0.15764  3.93744
C  1.97117  -0.19419  5.19812
C  2.22277  0.98616  5.96685
C  1.96979  2.20669  5.45456
C  1.43504  2.29497  4.13218
N  1.16301  3.44592  3.54640
H  1.28510  -1.06723  3.39727
H  2.19806  -1.15708  5.64220
H  2.62141  0.89170  6.96844
H  2.15611  3.11868  6.00741

Summary:
Multiplicity: 6
Total charge: +2
Gap between HOMO and LUMO (spin up / spin down), eV: 8.040 / 5.813

---

Record 3
This record from the OMol25 dataset describes C24H27N4ORhS2 as an isolated structure. The level of theory is ωB97M-V with the def2-TZVPD basis set.

Cartesian coordinates (Å):
Rh  -0.52823  0.03993  0.25517
C  -2.25047  2.78964  -0.88649
C  -2.88875  2.27265  0.36245
C  -3.91371  3.03355  0.95959
C  -4.57324  2.55002  2.04894
C  -4.24343  1.27140  2.54380
C  -4.95140  0.67188  3.61173
C  -4.64374  -0.59686  4.04437
C  -3.62081  -1.30678  3.42737
C  -2.88018  -0.74431  2.38269
S  -1.65341  -1.66980  1.65100
C  -3.18561  0.57596  1.91824
N  -2.50427  1.10358  0.86492
H  -3.00597  3.25655  -1.51676
H  -1.77776  1.98314  -1.43861
H  -1.50349  3.55023  -0.65208
H  -4.16904  3.99099  0.52744
H  -5.36293  3.12025  2.52228
H  -5.75615  1.23158  4.07191
H  -5.19879  -1.04587  4.85601
H  -3.37858  -2.30969  3.75263
S  1.18805  0.45528  1.94545
C  2.71102  0.56753  1.16053
N  3.63881  1.37788  1.72486
C  4.89275  1.54063  1.24966
C  5.29035  0.87290  0.13029
C  4.37615  0.00738  -0.48776
C  3.10933  -0.15148  0.02385
H  3.36420  1.87127  2.56585
H  5.54060  2.20945  1.79733
H  6.28927  0.99783  -0.25875
H  4.67915  -0.54694  -1.36664
H  2.39882  -0.82810  -0.42456
C  1.40930  -3.48823  0.51360
N  0.78700  -3.79326  -0.77002
C  0.86948  -5.18098  -1.22482
C  0.15205  -2.86158  -1.47391
C  -0.48461  -3.26509  -2.77383
O  0.07937  -1.66622  -1.09217
H  2.49347  -3.58437  0.43715
H  1.05200  -4.18441  1.27162
H  1.15576  -2.47788  0.81935
H  1.51372  -5.73228  -0.54717
H  1.29252  -5.24866  -2.22583
H  -0.11100  -5.65805  -1.22996
H  0.26893  -3.60511  -3.48530
H  -1.00844  -2.41193  -3.19372
H  -1.19205  -4.08177  -2.62827
C  2.06991  2.93034  -3.13638
C  1.51842  1.70952  -3.49293
C  0.83079  0.98487  -2.53431
N  0.68357  1.40841  -1.27553
C  1.21729  2.58547  -0.93655
C  1.91426  3.37641  -1.83190
H  2.60571  3.52739  -3.86241
H  1.61006  1.32246  -4.49820
H  0.37866  0.03270  -2.77487
H  1.08522  2.89362  0.09447
H  2.32008  4.32697  -1.51482

Summary:
Multiplicity: 5
Total charge: +2
Gap between HOMO and LUMO (spin up / spin down), eV: 7.725 / 6.378

---

Record 4
This record from the OMol25 dataset describes a 2-piece molecular cluster, C24H27NO3 overall. The level of theory is ωB97M-V with the def2-TZVPD basis set.

Cartesian coordinates (Å):
C  -1.18424  -3.49839  1.94795
C  -0.82318  -3.07216  0.55504
O  0.14511  -2.00601  0.66583
C  0.94032  -1.81637  -0.42647
C  2.07063  -0.90572  -0.12644
C  2.70166  -0.30594  -1.27499
O  2.06777  0.32308  -2.13774
C  4.23422  -0.37387  -1.35614
C  4.88849  0.74447  -0.55223
C  4.38997  0.83152  0.89216
C  4.07971  -0.52589  1.53483
C  2.77478  -1.25155  1.12175
O  0.73086  -2.39456  -1.47959
H  -2.10418  -4.08088  1.93314
H  -0.38618  -4.12742  2.34587
H  -1.29998  -2.64371  2.61456
H  -0.36354  -3.89602  -0.00054
H  -1.69212  -2.68972  0.00997
H  4.57360  -1.36391  -1.00906
H  4.52161  -0.27284  -2.41206
H  5.97529  0.58875  -0.54890
H  4.71293  1.69954  -1.05829
H  5.17163  1.31663  1.49454
H  3.51650  1.48941  0.95732
H  4.91858  -1.22047  1.37514
H  4.01996  -0.37398  2.62176
H  2.04726  -1.13108  1.93880
H  3.01698  -2.33547  1.08024
C  -4.57934  1.16509  0.75276
N  -3.21851  1.08454  0.21089
C  -2.34997  2.11416  0.52677
C  -2.80645  3.25341  1.20582
C  -2.01082  4.39489  1.27609
C  -0.72398  4.39381  0.69850
C  -0.20706  3.23654  0.13062
C  -1.00370  2.06931  0.02693
C  -0.57414  0.91724  -0.63622
C  -1.53213  0.08416  -1.21712
C  -2.88614  0.12513  -0.72841
C  -3.82858  -0.76878  -1.26748
C  -3.46083  -1.68774  -2.25042
C  -2.15661  -1.67163  -2.78090
C  -1.23426  -0.75597  -2.31570
H  -5.10241  0.21867  0.63156
H  -4.52558  1.37356  1.82545
H  -5.16212  1.95946  0.26739
H  -3.81021  3.27658  1.62925
H  -2.40283  5.29413  1.75724
H  -0.13551  5.31235  0.70352
H  0.79555  3.20469  -0.30523
H  0.46767  0.80652  -0.90673
H  -4.86898  -0.72519  -0.95029
H  -4.19648  -2.39031  -2.63803
H  -1.86762  -2.37779  -3.55925
H  -0.26342  -0.61427  -2.79344

Summary:
Total charge: 0
Gap between HOMO and LUMO, eV: 4.223

---

We obtain F_max values of 0.022 0.019 0.011 0.044 hartree/bohr for the records listed above, in that order.
We obtain relative energy (zero: lowest compared OMol25 entry of this formula, charge and spin) values of 83.5 0.0 0.0 29.8 kcal/mol for the records listed above, in that order.